Entry 1:
104
Properties=species:S:1:pos:R:3:lowdin_charge:R:1 method="wB97M-V/def2-TZVPD" energy_ev=-57572.7027 de_lowest_kj_mol=102.71 orbital_gap_ev=3.7 charge=+1
C -1.61453 2.46869 5.74168 -0.053
C -0.59552 2.36048 4.65122 -0.271
C 0.43729 1.43503 4.79282 -0.010
C 1.32383 1.16925 3.74943 -0.185
C 2.36595 0.14450 4.02573 -0.057
C 1.20543 1.89310 2.53685 -0.100
N 2.01957 1.52838 1.42667 0.031
C 1.58985 1.18699 0.14383 -0.259
C 0.44754 1.62018 -0.48924 0.006
N 2.60059 0.36714 -0.37610 0.021
C 2.56475 -0.24346 -1.67406 -0.122
C 2.51414 0.61218 -2.77003 -0.197
C 2.77644 2.05701 -2.56631 -0.049
C 2.23678 0.13198 -4.05625 -0.001
C 2.05867 -1.23266 -4.25955 -0.270
C 1.63579 -1.70868 -5.61940 -0.056
C 2.26633 -2.10792 -3.18516 0.005
C 2.58559 -1.63771 -1.90106 -0.180
C 2.90999 -2.61488 -0.81816 -0.036
C 3.69463 0.41548 0.47229 -0.050
C 3.34533 1.13987 1.55511 -0.074
C 0.32272 2.98775 2.49421 -0.205
C 0.29682 4.01052 1.41541 -0.073
C -0.60265 3.18409 3.52737 -0.005
H -2.59719 2.76830 5.36114 0.082
H -1.70148 1.48853 6.22687 0.081
H -1.30145 3.19678 6.50262 0.089
H 0.52582 0.87906 5.73130 0.125
H 2.61834 -0.50731 3.18584 0.080
H 3.28515 0.61194 4.40798 0.093
H 1.98372 -0.48291 4.83797 0.082
H 0.39502 1.61571 -1.56383 0.032
H -0.43495 1.71121 0.13331 0.049
H 2.78765 2.51777 -3.55261 0.053
H 1.99834 2.56327 -1.98812 0.049
H 3.73356 2.27221 -2.06977 0.109
H 2.14362 0.83867 -4.88716 0.119
H 1.57039 -2.80162 -5.64782 0.077
H 0.65564 -1.28837 -5.89461 0.086
H 2.34522 -1.38005 -6.39252 0.083
H 2.15253 -3.18220 -3.36685 0.122
H 3.10883 -3.59661 -1.26576 0.082
H 3.80369 -2.32277 -0.25544 0.073
H 2.08102 -2.75219 -0.11359 0.094
H 4.63728 -0.05636 0.21849 0.127
H 3.92801 1.40356 2.42723 0.124
H -0.11375 4.92532 1.87098 0.079
H 1.28014 4.24774 0.99284 0.082
H -0.40612 3.71738 0.62871 0.057
H -1.32493 4.00624 3.45987 0.125
C 6.43342 3.70974 -5.84745 -0.041
O 6.07268 4.25956 -4.56417 -0.061
C 4.77410 4.56503 -4.30616 -0.230
C 4.44071 4.95195 -2.97619 0.020
C 3.12288 5.02136 -2.59452 -0.024
C 2.06743 4.77813 -3.52113 -0.252
C 0.67807 4.87860 -3.14714 0.080
C -0.15730 5.52299 -4.07029 -0.060
C -1.33091 6.21340 -3.78546 0.030
N -2.04344 6.96627 -4.66205 0.050
C -3.02758 7.96101 -4.18966 -0.155
C -4.10603 7.32673 -3.31826 -0.089
C -5.33771 8.17753 -3.05030 -0.234
C -6.60229 7.63556 -3.30583 -0.043
C -7.75829 8.36729 -3.03734 -0.070
C -7.64611 9.65500 -2.50323 -0.079
C -6.38864 10.22974 -2.28877 -0.065
C -5.23299 9.49093 -2.57249 -0.043
C -3.54834 8.55839 -5.49493 -0.368
O -4.40282 9.43094 -5.62801 0.103
N -2.86021 7.96439 -6.51413 -0.042
C -3.03559 8.41489 -7.87504 0.000
C -1.71956 7.16445 -6.08492 -0.467
C -0.41445 7.95766 -6.28541 0.020
C -1.68603 5.87990 -6.91167 0.009
C 2.43036 4.45754 -4.86088 -0.036
C 3.75015 4.39301 -5.26608 -0.001
H 7.45538 3.36015 -5.71726 0.100
H 5.78655 2.87644 -6.13573 0.095
H 6.38536 4.48847 -6.61319 0.100
H 5.25471 5.14899 -2.27915 0.134
H 2.86836 5.26926 -1.56156 0.131
H 0.34912 4.64215 -2.13199 0.134
H 0.21345 5.58707 -5.09311 0.072
H -1.67930 6.26503 -2.75087 0.148
H -2.52467 8.76910 -3.61240 0.176
H -4.42923 6.38129 -3.78771 0.133
H -3.61298 7.09500 -2.35905 0.120
H -6.65567 6.62668 -3.71750 0.111
H -8.73147 7.91232 -3.22956 0.109
H -8.54733 10.21068 -2.26196 0.104
H -6.30704 11.24306 -1.88610 0.109
H -4.25004 9.93962 -2.41044 0.114
H -3.98156 8.95951 -7.92101 0.104
H -2.20674 9.06415 -8.19007 0.104
H -3.06866 7.54950 -8.54234 0.091
H -0.57783 9.01400 -6.03390 0.106
H 0.38712 7.57235 -5.65009 0.079
H -0.09164 7.87046 -7.33246 0.099
H -2.64929 5.36445 -6.82364 0.109
H -1.50397 6.13936 -7.96200 0.093
H -0.89505 5.20639 -6.58420 0.071
H 1.65013 4.20754 -5.58115 0.123
H 3.98913 4.18088 -6.31197 0.117


Entry 2:
116
Properties=species:S:1:pos:R:3:lowdin_charge:R:1 method="wB97M-V/def2-TZVPD" smiles="COCCCCC[C@](O[C@H](I)C[SH](=O)=O)([C@@H](CCCCOC=O)O[C@@](N)(CC(C)C)C[C@@H](C)Br)P(N)O.COCCOC.COCCOC" energy_ev=-159040.2596 de_lowest_kj_mol=0.00 orbital_gap_ev=7.9
C -3.06867 -3.24478 -6.15844 -0.115
O -4.11135 -2.67661 -5.32307 -0.248
C -4.51980 -1.38016 -5.83642 -0.222
C -3.48520 -0.27769 -5.28299 -0.174
C -4.13200 0.33159 -3.93211 -0.205
C -3.14321 1.44783 -3.34141 -0.190
C -2.49552 1.07290 -1.90521 -0.168
C -1.24792 0.04981 -2.01432 -0.460
O -1.43292 -1.08865 -2.84171 -0.194
C -1.94942 -2.28738 -2.32379 -0.704
I -3.62954 -2.24223 -0.95192 1.036
C -0.85079 -3.31658 -1.67686 -0.262
S -1.60613 -5.03158 -1.83678 0.722
O -0.68738 -5.97500 -2.58564 -0.386
O -1.87224 -5.54246 -0.44048 -0.419
C -0.50707 -0.20071 -0.56664 -0.287
C 1.03404 -0.69199 -0.84293 -0.166
C 1.56948 -1.70211 0.33355 -0.181
C 2.38510 -2.96955 -0.27130 -0.163
C 3.60693 -2.55918 -1.21910 -0.165
O 4.09603 -3.82181 -1.82082 -0.098
C 3.81462 -3.86157 -3.20718 -0.263
O 3.27723 -4.87618 -3.73081 0.030
O -0.44436 1.06115 0.05395 -0.115
C -0.53282 1.19858 1.47050 -0.464
N -1.06171 0.03063 2.25135 0.094
C 0.97332 1.41686 2.04764 -0.087
C 1.06117 2.15557 3.45877 -0.359
C 2.65918 2.31120 3.77787 -0.094
C 0.44816 1.35325 4.70613 -0.099
C -1.54863 2.39241 1.79769 -0.166
C -1.09830 3.87799 1.50833 -0.647
C -0.08473 4.14648 0.30842 -0.160
Br -2.79117 4.88261 1.00977 0.598
P 0.10584 1.06856 -2.98405 0.995
N -0.13130 0.64142 -4.71369 -0.185
O -0.11769 2.74621 -2.76409 -0.319
H -2.09821 -3.22329 -5.54275 0.087
H -2.89495 -2.66139 -7.12746 0.099
H -3.31473 -4.32249 -6.44253 0.098
H -5.56807 -1.15951 -5.40121 0.131
H -4.58082 -1.32649 -6.97603 0.118
H -2.41748 -0.65013 -5.14832 0.087
H -3.50641 0.59211 -6.04850 0.122
H -5.08800 0.88676 -4.27907 0.116
H -4.48381 -0.45553 -3.18731 0.059
H -2.38299 1.76295 -4.12878 0.086
H -3.79136 2.38649 -3.13904 0.119
H -2.20381 2.09230 -1.44230 0.107
H -3.35971 0.70090 -1.25853 0.070
H -2.34141 -2.89078 -3.23545 0.080
H -0.70068 -3.15128 -0.55905 0.079
H 0.12405 -3.22717 -2.27977 0.115
H -2.84356 -4.89199 -2.46824 0.079
H -1.01124 -1.07479 -0.05551 0.087
H 1.10894 -1.33020 -1.80568 0.087
H 1.77199 0.18169 -0.83628 0.103
H 0.71035 -2.14399 0.94130 0.094
H 2.34799 -1.14384 0.98176 0.110
H 2.81559 -3.51880 0.65244 0.131
H 1.72611 -3.73051 -0.80502 0.104
H 4.48791 -2.18470 -0.57688 0.141
H 3.34151 -1.86090 -2.08045 0.116
H 4.11125 -3.01050 -3.91661 0.158
H -0.45278 -0.79455 2.15582 0.062
H -1.96423 -0.26284 1.81709 0.094
H 1.36485 0.34109 2.23235 0.107
H 1.69013 1.87129 1.28292 0.120
H 0.65012 3.21602 3.49791 0.116
H 2.69966 2.59987 4.89831 0.077
H 3.22129 1.32305 3.68324 0.087
H 3.13393 3.18400 3.21596 0.063
H 0.97323 1.58106 5.69815 0.076
H -0.63809 1.73476 4.83780 0.075
H 0.33586 0.22218 4.51160 0.078
H -1.86784 2.28266 2.89772 0.124
H -2.50749 2.18401 1.18300 0.100
H -0.70667 4.47065 2.41903 0.087
H -0.68725 4.30601 -0.66586 0.055
H 0.49278 5.13789 0.45902 0.090
H 0.69143 3.33816 0.11355 0.063
H 0.51129 -0.11899 -4.97233 0.031
H -0.00470 1.47210 -5.30707 0.037
H 0.75189 3.18282 -2.90770 0.059
C 7.71695 5.95770 1.30114 -0.112
O 7.03767 7.12730 1.73626 -0.193
C 5.77867 7.29836 1.08967 -0.198
C 4.62532 6.82241 1.97073 -0.196
O 4.68871 5.41590 2.19982 -0.206
C 5.27004 5.09537 3.45661 -0.122
H 8.49528 5.72540 2.03098 0.090
H 7.05155 5.09605 1.22252 0.082
H 8.18961 6.14446 0.33205 0.088
H 5.76794 6.78974 0.11977 0.124
H 5.65666 8.37074 0.90572 0.124
H 3.68408 7.01879 1.44694 0.122
H 4.60170 7.36919 2.91887 0.126
H 4.52561 5.22402 4.24840 0.087
H 6.14901 5.70620 3.67741 0.085
H 5.57611 4.04736 3.43190 0.088
C -3.33059 -3.22242 4.50419 -0.111
O -3.61540 -3.65545 3.18141 -0.204
C -2.51277 -4.33455 2.58068 -0.207
C -2.67947 -5.85073 2.65145 -0.195
O -2.65670 -6.31599 4.00101 -0.192
C -3.95962 -6.53638 4.52176 -0.115
H -4.27763 -2.99924 5.00027 0.090
H -2.80865 -3.98365 5.08679 0.084
H -2.72785 -2.30912 4.47204 0.081
H -1.56771 -4.02116 3.03874 0.125
H -2.48924 -4.03606 1.52861 0.061
H -1.83373 -6.31725 2.13797 0.118
H -3.59605 -6.17067 2.14592 0.129
H -4.34158 -7.49705 4.16274 0.087
H -4.65720 -5.74012 4.24932 0.083
H -3.88778 -6.57411 5.61090 0.088


Entry 3:
16
Properties=species:S:1:pos:R:3:lowdin_charge:R:1 method="wB97M-V/def2-TZVPD" smiles=CCC1(O)CC1 energy_ev=-7393.0886 de_lowest_kj_mol=161.78 orbital_gap_ev=10.6
C 0.22017 1.92110 0.56882 -0.086
C -0.74286 0.70456 0.27107 -0.207
C -0.03008 -0.53563 0.11685 -0.645
O 0.58437 -0.90222 1.29913 -0.023
C 0.78492 -0.78829 -1.06538 -0.098
C -0.42869 -1.68373 -0.85933 -0.028
H -0.36169 2.80556 0.92988 0.066
H 0.78468 2.17476 -0.41200 0.089
H 0.95286 1.65270 1.41142 0.091
H -1.37688 0.58597 1.19757 0.129
H -1.38477 0.88237 -0.59396 0.117
H -0.13880 -1.41686 1.83520 0.163
H 1.76545 -1.24961 -0.90486 0.113
H 0.82444 0.09948 -1.78757 0.131
H -0.17834 -2.68879 -0.51002 0.104
H -1.27477 -1.56135 -1.49680 0.084


Entry 4:
45
Properties=species:S:1:pos:R:3:lowdin_charge:R:1 method="wB97M-V/def2-TZVPD" s2=2.007 energy_ev=-93875.4080 de_lowest_kj_mol=0.00 multiplicity=3 orbital_gap_ev="5.2 / 5.1" charge=-2
Ni 0.32368 -0.22693 -0.61415 0.233
C 4.95065 -3.61186 1.08265 -0.128
O 4.01650 -2.64212 0.71325 -0.073
C 3.66728 -1.71722 1.66272 -0.203
C 4.23596 -1.65064 2.91079 -0.068
C 3.83429 -0.66027 3.82893 -0.148
C 2.86813 0.23650 3.45007 -0.103
C 2.25799 0.18728 2.18385 -0.147
C 1.29380 1.22101 1.87029 -0.097
N 0.58049 1.26535 0.81080 -0.064
N -0.22908 2.37697 0.67005 0.050
C -0.81372 2.34419 -0.51080 -0.500
O -0.68103 1.46357 -1.40723 -0.112
C -1.73103 3.49960 -0.80347 -0.133
C -2.46415 3.48561 -1.98548 -0.024
C -3.32194 4.53240 -2.29464 -0.106
C -3.45470 5.60711 -1.42563 -0.133
C -2.72431 5.62533 -0.24257 -0.116
C -1.86937 4.57809 0.06729 -0.046
C 2.62850 -0.80728 1.23167 -0.302
O 2.14285 -0.93022 0.06369 -0.107
H 5.06840 -4.26857 0.22179 0.085
H 4.60799 -4.20391 1.94071 0.088
H 5.92568 -3.17267 1.33400 0.083
H 4.99960 -2.36053 3.20274 0.081
H 4.28657 -0.61603 4.81221 0.073
H 2.54996 1.01534 4.13727 0.091
H 1.18452 2.03874 2.58820 0.110
H -2.33963 2.63181 -2.63910 0.115
H -3.89242 4.50726 -3.21630 0.089
H -4.12515 6.42498 -1.66585 0.082
H -2.82526 6.46051 0.44201 0.085
H -1.29645 4.56857 0.98459 0.095
S -1.45995 -1.33719 0.38047 0.546
C -2.02698 -2.33011 -0.95198 -0.712
C -3.21445 -3.05522 -0.79460 -0.180
C -3.72961 -3.87145 -1.79134 -0.165
C -3.04793 -3.97784 -2.99802 -0.165
C -1.87051 -3.26623 -3.17575 -0.181
C -1.33069 -2.43747 -2.18299 -0.716
S 0.17806 -1.60395 -2.50340 0.536
H -3.73835 -2.96131 0.15074 0.073
H -4.65488 -4.41471 -1.62549 0.070
H -3.42821 -4.60600 -3.79794 0.070
H -1.33108 -3.34049 -4.11406 0.072


Entry 5:
24
Properties=species:S:1:pos:R:3:lowdin_charge:R:1 method="wB97M-V/def2-TZVPD" energy_ev=-56609.1284 de_lowest_kj_mol=43.48 orbital_gap_ev=5.7 charge=-1
Cl 2.35546 1.44703 -0.98790 0.774
C -0.38819 -0.02648 -1.16170 -0.759
Cl -0.05703 -0.15128 -2.80475 0.637
C 0.15564 -1.13378 -0.30183 -0.458
O 1.27726 -1.61808 -0.29912 -0.007
C -0.96248 -1.57669 0.57511 -0.159
C -2.04154 -0.64349 0.86909 -0.193
C -3.13797 -1.17896 1.54577 -0.066
C -3.13904 -2.52282 1.89526 -0.088
C -2.05303 -3.34225 1.51148 -0.169
N -1.00997 -2.88129 0.82915 0.106
C -1.97246 0.73741 0.45115 -0.674
Cl -3.19846 1.87993 0.86515 0.616
C -1.01145 1.04240 -0.50753 -0.180
H -3.96092 -0.51734 1.79602 0.076
H -3.94851 -2.96664 2.45260 0.079
H -2.02045 -4.40320 1.75654 0.087
H -0.82410 2.06875 -0.79078 0.092
C 3.79643 2.26949 -1.57698 -0.660
C 5.01169 1.70377 -0.90404 -0.244
N 5.86902 1.11175 -0.38107 0.162
C 3.78839 3.72315 -1.21107 -0.244
N 3.63530 4.84739 -0.95471 0.157
H 3.83640 2.13125 -2.66584 0.114